[1]
Molecular formula: C30H40N9OS3Tl
Method: DFT, ωB97M-V/def2-TZVPD

Structure (XYZ):
```
84
Properties=species:S:1:pos:R:3:forces:R:3:lowdin_charge:R:1
C -3.02112 -4.04851 1.02649 -0.3 -0.1 -0.3 -0.171
C -1.17647 1.25084 3.46475 -1.5 -0.2 -0.5 -0.112
H -2.15756 0.64584 -5.83552 -0.1 0.1 -0.1 0.107
C -6.14917 1.33016 -0.00231 0.3 -0.2 0.4 -0.446
C 2.53121 1.47821 -1.73606 0.0 0.3 0.2 -0.213
C 0.24826 1.35295 3.59249 1.1 0.2 0.2 -0.280
C -3.69448 0.84244 1.21365 0.2 0.3 -0.2 -1.171
H -1.79184 1.53177 4.32328 0.0 -0.2 0.0 0.122
C 2.50074 -0.90047 -2.19788 0.1 -0.4 0.1 -0.221
H 0.23644 3.33660 -2.68793 -0.1 -0.1 0.1 0.129
C 2.32201 1.45598 2.64275 0.3 -0.1 0.1 -0.166
H 1.50404 -7.65768 1.12153 0.0 -0.1 0.1 0.075
H 2.59336 2.02488 5.95192 0.0 0.0 0.0 0.107
N -1.73572 0.89450 2.35668 0.9 0.5 0.1 -0.100
N 2.28546 0.14801 -1.22612 0.3 0.0 0.1 -0.111
H 3.60701 1.72152 -1.80945 -0.2 0.0 -0.1 0.124
C 1.19752 -4.94169 0.97887 0.3 -0.1 -0.3 -0.243
C -1.31462 -0.73812 -4.43968 0.1 0.1 0.2 -0.023
H 2.20961 2.47470 0.14651 0.0 0.1 0.0 0.087
Tl -0.20458 -0.05690 0.28935 -0.3 -0.3 0.0 0.680
H -6.12623 2.41252 0.10937 0.0 0.0 -0.1 0.029
H -1.14626 -2.82929 -2.60479 0.1 0.0 0.0 0.109
H -2.58618 -2.30000 -0.14178 0.0 0.2 0.0 0.098
H 3.99929 1.97759 3.87689 0.1 -0.1 0.0 0.100
H 0.31968 -2.69970 -3.58436 -0.1 0.0 0.1 0.128
H -1.27433 3.08254 -1.80496 0.1 0.0 0.1 0.109
H -1.37518 -1.99902 3.05166 0.1 -0.1 -0.1 0.129
H 0.26973 -3.03596 -0.94474 -0.1 0.1 0.0 0.074
H 0.00866 2.88500 -0.07323 0.0 -0.1 -0.1 0.110
C -0.65693 -0.85311 -3.21893 -0.2 -0.2 -0.4 -0.260
H 0.77747 -8.09529 -0.42515 -0.1 -0.1 0.0 0.071
H -1.56300 2.62067 -4.44467 0.0 0.2 0.0 0.115
N 0.53395 -2.24708 -1.52289 -0.1 -0.4 -0.1 -0.106
O -3.43331 -3.28695 3.22958 0.0 0.0 -0.1 0.140
C -1.30964 1.62278 -4.12454 0.0 -0.1 0.1 -0.017
N -0.08748 -4.35002 1.28935 -0.4 0.0 0.0 0.014
N -3.06781 0.84018 2.35445 -0.7 -0.2 1.4 -0.136
C -3.56262 -5.33234 1.01783 0.1 0.1 0.2 -0.028
C -1.65066 0.52549 -4.89131 0.1 -0.1 0.1 -0.053
H 2.10678 3.52999 -1.28209 0.0 -0.1 0.1 0.120
H 2.32299 -3.03271 -2.35908 0.0 0.1 0.1 0.118
H -5.56274 1.02165 -0.86479 -0.2 0.0 0.0 -0.028
H 1.60691 -5.41945 1.87752 0.1 0.1 0.0 0.125
C 1.97590 -2.23414 -1.67814 0.1 0.1 -0.2 -0.217
C -4.00405 -5.13361 -1.32786 0.0 0.0 0.0 -0.074
H -3.61967 -5.88619 1.94297 0.0 0.0 0.1 0.122
C -0.66160 1.41481 -2.90831 -0.2 0.2 -0.4 -0.285
N -0.36413 0.20214 -2.47528 0.2 0.0 0.1 0.096
C 1.08514 -5.96807 -0.14690 0.0 -0.1 0.2 -0.241
N 1.02403 1.25694 2.49796 -0.3 0.3 0.3 0.050
H -0.90194 -4.94634 1.21740 0.1 0.1 -0.1 0.125
H -1.54668 -1.62009 -5.01802 0.0 -0.1 -0.1 0.113
C -2.97779 -3.30808 -0.15240 0.1 0.0 0.1 -0.011
H 2.03385 -6.00250 -0.68375 0.0 0.1 0.0 0.108
H 2.91931 1.35834 1.74505 0.1 0.0 -0.1 0.091
H -0.21874 -7.38178 0.84463 -0.1 -0.1 0.1 0.067
C -0.23816 -2.23383 -2.75078 0.1 -0.1 0.1 -0.155
H 0.15236 1.62409 5.72486 -0.1 0.0 0.0 0.111
C -0.31769 2.61809 -2.06026 -0.1 0.1 0.1 -0.178
H 1.87874 -4.13133 0.70452 -0.2 -0.2 0.1 0.057
N 0.40161 2.33287 -0.82808 -0.2 0.4 0.1 -0.123
H 1.96595 -0.63366 -3.11011 0.1 0.0 -0.1 0.109
N -1.41407 -2.75641 2.37466 -0.1 0.4 0.2 0.105
S -5.42321 0.57849 1.48360 -0.2 0.0 -0.2 0.808
H -4.44261 -6.88368 -0.16591 0.0 0.0 0.0 0.106
C 2.94065 1.77126 3.84005 -0.1 0.0 0.2 -0.059
H 3.56549 -1.03103 -2.46034 -0.1 0.0 -0.1 0.123
H 0.31596 -5.64685 -0.85389 0.1 0.0 -0.1 0.105
C 1.83939 2.53808 -0.87719 0.2 -0.1 -0.3 -0.208
H 2.11017 1.52017 -2.74249 0.1 0.0 -0.1 0.112
C -3.49578 -3.84431 -1.31832 0.1 0.0 -0.1 -0.068
H 2.40559 -2.40572 -0.68926 0.1 -0.1 0.0 0.097
S -3.06140 1.13252 -0.32447 0.3 0.0 -0.5 0.504
C 0.76412 -7.36265 0.37917 0.0 0.1 -0.2 -0.106
C -4.03166 -5.88296 -0.16193 0.0 0.0 0.0 -0.072
C 0.80107 1.60372 4.86162 -0.3 -0.1 -0.3 -0.019
H -7.17273 0.97542 -0.06133 -0.1 0.0 0.0 0.021
C 2.15356 1.82208 4.98553 0.2 0.0 -0.2 -0.065
C -0.17998 -3.18841 1.96063 0.3 -0.2 0.1 -0.849
H 2.83881 -0.03531 -0.39552 0.0 0.0 0.0 0.109
H -3.52150 -3.24361 -2.21687 0.0 0.0 -0.1 0.106
H -4.39830 -5.55045 -2.24239 0.0 0.0 -0.1 0.104
S 1.15917 -2.29193 2.34873 0.3 0.2 0.3 0.647
C -2.66319 -3.37554 2.30706 -0.1 -0.2 0.1 -0.401
```
Positions in Å, forces in eV/Å.

The total energy comes out at -3102.27974 hartree. Its frontier orbital gap is 6.593 eV. The value obtained for the molar mass is 843.30 g mol⁻¹. Its HOMO energy is -0.2330 Eh. Its net charge is 0.

***

[2]
Molecular formula: C42H47N9O8PRu
Method: DFT, ωB97M-V/def2-TZVPD

Structure (XYZ):
```
108
Properties=species:S:1:pos:R:3:forces:R:3:lowdin_charge:R:1
Ru 0.49645 -1.93508 -1.01905 -0.4 -1.3 -0.3 1.159
C -5.29508 -0.73996 1.24331 0.0 0.1 0.0 -0.155
C 2.42656 -3.98341 2.64641 0.1 0.1 0.2 -0.183
H -2.84267 -3.33165 -0.75886 -0.2 0.1 0.0 0.102
H -2.39516 3.81888 1.62003 0.0 0.0 0.0 0.107
C 3.27375 -5.09096 2.07165 0.0 0.0 -0.1 -0.253
C 2.92924 2.69968 1.83881 0.0 -0.1 0.0 -0.018
O -1.37015 -0.57580 -0.94197 0.5 -0.1 0.0 -0.293
C -1.10663 -2.15829 -5.00897 0.0 0.0 0.0 -0.073
O 2.02931 -2.92240 4.45834 0.0 0.0 -0.1 -0.011
H 0.46859 0.97366 -1.78484 0.1 0.0 0.1 0.088
C -4.29824 1.38884 0.85219 0.1 -0.1 0.0 -0.194
C -4.07460 -0.98498 0.35938 0.0 0.0 0.0 -0.167
C 1.46905 -4.12622 3.82495 -0.1 -0.1 -0.1 -0.152
H -0.85145 -1.77052 -5.98534 0.0 0.0 0.0 0.108
C 3.83791 3.55275 1.22831 -0.1 0.0 0.0 -0.248
C 0.15569 -3.60897 1.93604 0.0 0.3 0.1 -0.013
N 1.91851 -1.93718 1.57800 0.1 0.0 -0.1 -0.093
C -0.20588 -2.06217 -3.96970 0.1 -0.2 -0.1 -0.121
C 3.09101 -5.08698 0.58517 0.0 0.0 -0.1 -0.300
N -0.46327 -2.53232 -2.74304 -0.2 0.2 0.3 -0.020
O 1.90656 -3.63045 -0.91600 -0.4 1.1 -0.2 -0.048
C 4.45596 2.34115 3.69347 0.0 0.0 0.1 -0.278
O -2.17820 -3.66340 1.57559 0.1 -0.2 -0.1 0.003
H -5.12883 1.36867 -4.59473 0.0 0.0 0.0 0.112
O 1.31898 -1.12320 0.78568 0.0 0.1 -0.2 -0.146
H 5.17325 2.43251 5.72135 0.0 0.0 0.0 0.080
C -2.33066 -2.77020 -4.76993 0.0 0.0 0.0 -0.068
C -4.24358 0.95314 -2.63966 0.0 0.0 0.0 -0.192
C 5.06340 3.78430 1.84891 0.0 0.0 0.0 -0.022
H 1.58485 -4.98696 4.48149 0.1 0.0 0.0 0.161
C -1.97396 1.20835 -3.39542 -0.1 0.2 0.0 -0.173
H -6.28259 1.16531 1.73227 0.0 0.0 0.0 0.112
C 3.73738 1.36411 -1.05813 0.0 0.0 0.0 0.011
N -3.43594 0.34927 0.26913 -0.2 -0.1 -0.1 -0.174
C 5.36628 3.18141 3.05625 0.0 0.0 0.0 -0.039
H 4.48280 2.08862 -0.77013 0.0 0.0 0.1 0.110
H -0.17141 3.28405 2.52398 0.0 0.0 0.0 0.121
N -1.34202 1.94014 -0.27307 -0.2 0.0 0.2 -0.175
H 5.13164 -0.26171 -1.19087 0.0 0.0 0.0 0.113
C -1.06095 -3.48453 1.06825 -0.1 -0.1 0.0 -0.499
C -1.54710 3.97600 0.94951 0.1 0.0 0.0 -0.151
H -4.34054 2.75052 -3.81402 0.0 0.0 0.0 0.114
H -3.39191 -1.71207 0.79060 0.1 -0.1 0.0 0.093
H -1.30182 1.30132 1.76079 0.0 0.0 0.0 0.120
H -4.31905 2.29231 0.24131 0.0 0.0 0.0 0.097
H 1.97047 2.49542 1.38560 0.3 -0.1 0.1 0.068
N 1.86108 3.00308 -1.02385 0.1 -0.2 0.0 0.138
O 3.99108 -5.80452 2.73381 0.0 0.0 0.0 0.124
H -0.81529 -4.12191 3.76395 0.0 0.0 -0.1 0.127
H 3.40239 -1.89267 -1.94741 0.0 0.0 0.2 0.114
H -1.23402 3.84573 -1.18896 0.0 0.0 0.0 0.107
H -4.94613 1.36763 -1.91681 0.0 0.0 0.0 0.102
H 4.02521 -2.85532 3.80592 0.0 0.0 -0.1 0.163
P -2.22351 0.63305 -0.78852 0.3 0.1 -0.1 0.541
N -2.86199 1.17829 -2.21316 0.1 -0.2 -0.1 -0.180
H -3.00180 0.33433 -5.09173 0.0 0.0 0.0 0.098
H 2.49363 1.49851 3.54452 0.0 0.0 0.0 0.112
H 6.32626 3.37784 3.51943 0.0 0.0 0.0 0.117
C 3.23952 2.12039 3.06235 0.0 0.0 0.0 -0.043
C 1.51825 0.73585 -1.63939 -0.1 0.0 -0.3 -0.082
H 4.04454 5.15196 -0.03755 -0.1 0.0 0.0 0.150
H -6.10380 -1.43192 1.01503 0.0 0.0 0.1 0.114
H 5.54856 0.92695 4.89273 0.0 0.0 0.0 0.083
H -2.85937 3.38430 -0.70958 0.0 0.0 0.0 0.092
C 0.10482 -3.96350 3.21851 0.1 0.1 0.3 0.095
H -2.58962 2.03566 -5.32824 0.0 0.0 0.0 0.109
H 3.90402 1.23155 5.45506 0.0 0.0 0.0 0.076
H -1.93865 -4.76433 -1.19785 -0.1 0.0 0.0 0.143
H -3.52862 -3.76303 -3.28917 0.0 0.0 0.0 0.121
C 2.48202 4.22186 -0.80636 0.0 0.0 0.0 -0.527
C -4.28242 1.67315 -3.98040 0.1 0.0 0.0 -0.163
N 3.57429 4.26187 0.03008 0.2 -0.1 0.0 0.140
H -1.36270 5.04591 0.86478 0.0 0.0 0.0 0.115
C -0.32681 3.20226 1.44901 -0.2 0.1 0.0 -0.175
C 2.40386 1.71867 -1.21635 0.1 0.2 -0.2 -0.198
C -0.64037 1.77236 1.02434 0.1 0.1 -0.1 -0.176
C -1.87510 -3.67028 -1.12668 0.2 0.2 0.2 -0.152
H -5.02500 -0.86226 2.29349 0.0 0.0 0.0 0.119
H -4.47096 -0.11267 -2.77385 0.0 0.0 0.0 0.117
N -0.79470 -3.31252 -0.22542 -0.2 0.0 0.0 -0.083
C 2.16367 -4.02324 0.24659 0.1 -0.1 0.0 -0.231
O 2.06060 5.22772 -1.34153 -0.1 0.1 0.0 0.077
C 1.60712 -3.39666 1.51138 -0.3 -0.2 -0.1 -0.177
N 1.86630 -0.52562 -1.88602 0.4 0.4 0.9 -0.061
H -4.38103 -1.33203 -0.63449 0.0 0.0 0.0 0.108
H 0.77139 -1.61971 -4.10766 0.0 0.1 0.1 0.109
H 0.56484 3.57203 0.93885 -0.3 0.0 0.1 0.074
C -2.59506 -3.26013 -3.50745 0.0 -0.1 0.0 -0.015
C 2.75038 -1.62320 2.50516 -0.2 0.1 0.4 0.105
H 5.78025 4.44971 1.38095 0.0 0.0 0.0 0.115
C 3.01597 -2.78673 3.40515 0.0 -0.1 0.0 -0.151
H -3.06275 -2.86863 -5.56175 0.0 0.0 0.0 0.109
H 0.23067 1.12459 0.90744 0.0 0.0 0.0 0.087
H -1.35390 0.31166 -3.44972 0.0 0.0 0.0 0.085
C 4.10306 0.04988 -1.30862 0.0 0.0 -0.2 -0.031
C 3.15295 -0.86389 -1.72058 0.1 0.0 -0.4 -0.125
H -6.19320 0.78789 0.00442 0.0 0.0 0.0 0.104
H -3.93469 1.65953 1.84919 0.0 0.1 0.0 0.115
C -5.66294 0.71621 0.95712 0.0 -0.1 0.0 -0.169
C -1.81431 3.33816 -0.41197 0.1 0.0 0.0 -0.190
C -2.92915 1.30403 -4.59715 0.0 0.0 0.1 -0.152
O 3.66684 -5.83112 -0.21680 0.0 0.0 0.0 0.076
C 4.78495 1.69794 5.01533 0.0 0.0 -0.1 -0.047
H 0.95916 3.13601 -1.45897 0.0 0.0 -0.1 0.130
C -1.64097 -3.12968 -2.50293 0.1 -0.1 -0.1 -0.238
H -1.31396 2.07832 -3.32880 0.0 0.0 0.0 0.109
H 3.02912 -0.59029 2.64810 0.0 0.0 -0.1 0.127
```
Positions in Å, forces in eV/Å.

The total energy comes out at -3159.69841 hartree. Its frontier orbital gap (spin up / spin down) is 6.699 / 7.047 eV. The value obtained for the molar mass is 937.94 g mol⁻¹. Its expectation value of S² is 0.763. Its HOMO energy (spin up / spin down) is -0.2412 / -0.2616 Eh. Its net charge is 0. Its spin multiplicity is 2.